{"formula": "C5H6N2S", "method": "ωB97M-V/def2-TZVPD", "lumo_ev": 0.4, "largest_force_ev_per_a": 3.2, "e_homo_ev": -8.50, "energy_ev": -19096.4539, "e_above_lowest_kcal_mol": 35.9, "symbols": ["N", "C", "C", "C", "C", "C", "S", "N", "H", "H", "H", "H", "H", "H"], "xyz": [[-1.93517, 2.24506, -0.17535], [-1.75285, 1.08984, -0.24554], [-1.49358, -0.34125, -0.23681], [-0.06133, -0.78235, 0.02498], [0.77571, 0.06030, 1.06450], [1.76669, 0.29942, -0.07112], [3.21433, 0.99974, -0.20284], [0.97481, -0.31158, -0.95938], [-2.08185, -0.83383, 0.49752], [-1.86133, -0.69103, -1.17651], [-0.02423, -1.84794, 0.11434], [0.28515, 1.08656, 1.23697], [1.06216, -0.39594, 2.01742], [1.13150, -0.57701, -1.88818]], "forces_ev_per_angstrom": [[0.40, -2.83, -0.32], [-0.16, 3.09, 0.74], [0.49, 0.12, -0.33], [1.29, 1.83, -0.74], [-1.22, 1.35, -0.03], [0.37, -0.31, 0.57], [0.29, 0.16, -0.02], [-1.65, -0.29, 1.53], [-0.82, -0.17, 0.83], [-0.07, -0.59, -0.82], [0.00, -0.64, 0.37], [0.51, -1.61, 0.08], [0.19, 0.13, -0.44], [0.39, -0.23, -1.41]], "lowdin_charge": [0.16, -0.21, -0.14, -0.23, -0.08, -0.92, 0.64, 0.06, 0.12, 0.11, 0.13, 0.13, 0.11, 0.12]}



{"formula": "C5H6N2S", "method": "ωB97M-V/def2-TZVPD", "lumo_ev": 0.7, "largest_force_ev_per_a": 4.4, "e_homo_ev": -7.76, "energy_ev": -19096.3154, "e_above_lowest_kcal_mol": 39.1, "symbols": ["C", "C", "N", "C", "C", "N", "C", "S", "H", "H", "H", "H", "H", "H"], "xyz": [[0.53905, -2.42983, 0.28261], [-0.41839, -1.57946, -0.06346], [-0.12891, -0.21755, -0.18775], [1.03056, 0.57304, 0.17857], [0.65700, 1.85259, 0.20228], [-0.63582, 2.02755, -0.10561], [-1.18184, 0.78554, -0.42376], [-2.72529, 0.49524, -1.04005], [0.58186, -3.44881, 0.61007], [1.49896, -1.91398, 0.44780], [-1.34150, -1.88068, -0.47463], [1.93042, 0.24902, 0.58700], [1.38848, 2.68463, 0.29796], [-1.19458, 2.80269, -0.31104]], "forces_ev_per_angstrom": [[1.62, 1.45, 0.85], [1.37, -0.63, -0.48], [-1.22, 4.22, 0.08], [-2.55, -0.72, -0.19], [2.99, 1.77, 0.15], [-1.23, -3.68, -0.85], [0.38, -1.60, -0.08], [1.15, 0.26, 0.59], [-0.81, -0.41, -0.57], [-0.23, -0.51, 0.16], [-1.29, 0.07, 0.14], [1.22, -0.99, 0.12], [-1.00, -0.66, 0.25], [-0.39, 1.44, -0.18]], "lowdin_charge": [0.03, -0.17, -0.05, -0.04, -0.14, 0.06, -0.75, 0.54, 0.05, 0.05, 0.07, 0.09, 0.14, 0.12]}



{"formula": "C5H6N2S", "method": "ωB97M-V/def2-TZVPD", "lumo_ev": [-0.2, -1.3], "largest_force_ev_per_a": 4.1, "e_homo_ev": [-8.55, -6.84], "energy_ev": -19092.7929, "e_above_lowest_kcal_mol": 120.3, "symbols": ["C", "C", "C", "C", "C", "N", "N", "S", "H", "H", "H", "H", "H", "H"], "xyz": [[-2.09123, 0.64525, -1.60013], [-0.23814, -0.62761, -0.67198], [0.43903, -1.59106, 1.43528], [0.66086, -0.75585, 0.38200], [1.81342, 0.16720, 0.35964], [-1.02774, -0.26342, -1.50702], [-2.15483, 1.74367, -0.98114], [-1.38646, 2.65411, 0.04467], [-2.77868, 0.43028, -2.42086], [1.08767, -1.56758, 2.20066], [-0.41613, -2.26217, 1.36070], [2.75354, -0.21422, 0.73892], [1.98347, 0.81906, -0.58599], [1.35520, 0.82234, 1.24524]], "forces_ev_per_angstrom": [[-0.46, 0.85, -0.64], [-0.01, 0.98, 0.20], [-2.47, -0.35, -3.28], [-0.82, -1.08, -0.99], [-0.67, 3.59, 1.26], [0.68, -1.38, 0.15], [-0.38, -0.41, -0.39], [0.46, -0.11, 0.36], [0.04, 0.00, 0.47], [2.04, -0.28, 2.72], [0.32, 0.14, 0.53], [0.02, -0.41, -0.19], [-0.53, -1.28, 1.73], [1.79, -0.28, -1.93]], "lowdin_charge": [-0.30, 0.00, 0.06, -0.42, -0.08, 0.12, -0.53, 0.61, 0.11, 0.02, 0.08, 0.07, 0.12, 0.12]}



{"formula": "C5H6N2Se", "method": "ωB97M-V/def2-TZVPD", "lumo_ev": 0.5, "largest_force_ev_per_a": 5.3, "e_homo_ev": -8.59, "energy_ev": -73605.7784, "e_above_lowest_kcal_mol": 36.0, "symbols": ["C", "Se", "C", "N", "C", "C", "C", "N", "H", "H", "H", "H", "H", "H"], "xyz": [[1.74300, -0.84451, -2.42231], [-0.09672, -1.29096, -1.91434], [-0.23395, -0.38791, -0.28998], [0.59541, 0.20634, 0.41598], [0.20185, 0.81377, 1.54685], [-1.04238, 0.93940, 1.97355], [-2.12023, 0.17719, 1.31501], [-1.97228, -0.53318, 0.25853], [2.58795, -1.43028, -2.04406], [1.54622, -0.72783, -3.46931], [2.01742, 0.21262, -2.17841], [1.14301, 1.14163, 2.18957], [-1.28026, 1.60596, 2.84672], [-3.08903, 0.11776, 1.77219]], "forces_ev_per_angstrom": [[-0.01, 1.97, 0.64], [0.49, 0.09, 0.36], [-5.15, -0.88, 0.95], [1.06, -0.64, -1.14], [3.28, 1.31, 2.65], [-2.06, 0.59, 1.10], [1.53, 0.21, -0.41], [3.97, 0.35, -1.26], [-0.66, -0.44, -0.50], [0.82, -0.79, -0.87], [-0.66, -0.73, 0.38], [-2.33, -0.16, -1.31], [0.28, -1.10, -0.88], [-0.55, 0.23, 0.29]], "lowdin_charge": [-0.41, 1.00, -0.57, 0.02, -0.20, -0.09, -0.23, 0.08, 0.03, -0.02, 0.04, 0.15, 0.11, 0.09]}



{"formula": "C5H6N3O2", "method": "ωB97M-V/def2-TZVPD", "lumo_ev": [-6.8, -6.9], "largest_force_ev_per_a": 3.1, "e_homo_ev": [-11.73, -11.71], "energy_ev": -13834.6646, "e_above_lowest_kcal_mol": 99.3, "charge": 1, "symbols": ["C", "C", "C", "C", "C", "N", "N", "N", "O", "O", "H", "H", "H", "H", "H", "H"], "xyz": [[2.07197, 0.75650, -0.44278], [0.85892, 1.31175, -0.06817], [2.33435, -0.61983, -0.42652], [1.35916, -1.48266, 0.10984], [-0.15408, 0.39014, 0.31342], [0.18000, -0.94021, 0.44050], [-3.74629, -0.11628, -0.12527], [-1.43269, 0.66658, 0.52705], [-3.56833, -1.20047, -0.39475], [-4.24902, 0.89146, -0.10179], [2.91723, 1.45115, -0.88356], [0.50117, 2.28733, -0.01907], [3.36044, -0.81349, -0.71926], [1.43356, -2.60581, 0.24545], [-0.36731, -1.65498, 0.86774], [-1.49909, 1.67883, 0.67716]], "forces_ev_per_angstrom": [[0.66, 2.80, -0.98], [0.62, -3.04, 0.21], [-0.46, -0.83, 0.95], [2.57, 0.27, -1.46], [-1.44, -0.93, 0.08], [0.94, -0.43, -0.20], [1.16, 0.16, -0.97], [-0.33, 0.59, 0.61], [-0.09, 0.39, 0.61], [0.08, -0.20, 0.53], [-1.85, -1.42, 1.14], [0.31, 1.82, -0.38], [-0.39, -1.04, 0.08], [0.17, 1.69, -0.21], [-1.48, 0.51, 0.36], [-0.47, -0.34, -0.37]], "lowdin_charge": [-0.05, 0.01, -0.06, -0.04, -0.39, 0.10, -0.11, 0.07, 0.36, 0.38, 0.16, 0.10, 0.11, 0.16, 0.15, 0.06]}



{"formula": "C5H6N3O2S", "method": "ωB97M-V/def2-TZVPD", "lumo_ev": 3.7, "largest_force_ev_per_a": 3.0, "e_homo_ev": -4.29, "energy_ev": -24682.3895, "e_above_lowest_kcal_mol": 65.9, "charge": -1, "symbols": ["C", "C", "C", "C", "C", "N", "N", "N", "O", "O", "S", "H", "H", "H", "H", "H", "H"], "xyz": [[-0.34302, -1.73890, -1.96828], [-1.43194, -0.88801, -1.86759], [0.39395, -1.86484, -0.77395], [-1.05069, -0.57487, 0.34221], [1.65001, 1.49802, 0.95220], [-1.72507, -0.23729, -0.76292], [0.08334, -1.31607, 0.32659], [0.72442, 1.87744, 1.99142], [-1.55385, 2.54304, 2.82787], [-1.50999, -0.12950, 1.44469], [-0.83918, 1.90852, 1.71386], [-0.06277, -2.37053, -2.79354], [-1.90307, -0.55059, -2.76907], [1.37898, -2.37372, -0.70385], [2.47262, 2.27788, 0.92984], [2.43649, 0.73537, 1.19334], [1.27977, 1.20405, -0.08281]], "forces_ev_per_angstrom": [[0.35, -0.86, 0.95], [1.42, 0.37, -0.48], [1.48, -1.11, -2.00], [-0.92, 0.43, 1.37], [2.04, 0.02, -0.79], [-0.75, 0.01, -0.78], [-0.56, 1.04, 2.21], [-2.19, -0.23, 0.10], [0.45, -0.92, -0.19], [0.24, -0.71, 0.50], [2.64, 1.48, -0.33], [-0.16, 0.28, -0.47], [-0.73, -0.09, -0.42], [-0.64, -0.13, -0.64], [-1.36, 0.26, -0.69], [-1.48, -0.55, 0.51], [0.19, 0.72, 1.16]], "lowdin_charge": [-0.10, -0.19, -0.22, -0.64, -0.31, 0.12, 0.12, -0.36, -0.52, -0.22, 0.89, 0.07, 0.08, 0.10, 0.06, 0.06, 0.07]}



{"formula": "C5H6N4", "method": "ωB97M-V/def2-TZVPD", "lumo_ev": [-1.1, -1.1], "largest_force_ev_per_a": 4.4, "e_homo_ev": [-8.48, -8.52], "energy_ev": -11235.5663, "e_above_lowest_kcal_mol": 140.7, "symbols": ["C", "C", "N", "N", "N", "C", "C", "N", "C", "H", "H", "H", "H", "H", "H"], "xyz": [[-1.01507, 1.37091, -0.32904], [-2.35757, 1.05064, -0.04930], [-2.89685, -0.09679, 0.04134], [-2.26765, -1.22448, -0.13210], [-0.95326, -1.20950, -0.22229], [0.18638, -1.68783, -0.07676], [1.53643, -0.80091, -0.24359], [1.15222, 0.48965, -0.61227], [0.15750, 0.84326, 0.23208], [-0.86781, 2.08722, -1.11128], [-3.11897, 1.76335, -0.03693], [0.49271, -2.59133, 0.40441], [1.95822, -1.02964, 0.73341], [2.25726, -1.20672, -1.04909], [0.20472, 0.43093, 1.27409]], "forces_ev_per_angstrom": [[-0.90, 0.43, 0.32], [2.93, 2.34, 0.23], [-0.82, -4.21, 0.95], [0.22, -1.18, -0.58], [0.27, 1.18, 0.41], [-0.08, 0.23, -0.40], [0.64, -0.97, -2.38], [-1.95, 1.39, 1.92], [2.30, -1.70, -1.08], [0.13, 0.55, -0.36], [-0.78, 1.65, -0.61], [-0.55, -0.87, 0.41], [0.17, 0.49, 0.51], [-1.10, 0.23, 1.36], [-0.48, 0.44, -0.70]], "lowdin_charge": [-0.01, -0.19, 0.00, 0.00, 0.03, -0.07, -0.24, 0.00, -0.19, 0.11, 0.09, 0.11, 0.11, 0.13, 0.14]}



{"formula": "C5H6N4O3P", "method": "ωB97M-V/def2-TZVPD", "lumo_ev": 3.4, "largest_force_ev_per_a": 5.2, "e_homo_ev": -4.57, "energy_ev": -26671.3859, "e_above_lowest_kcal_mol": 39.8, "charge": -1, "symbols": ["C", "C", "C", "C", "C", "N", "N", "N", "N", "O", "O", "O", "P", "H", "H", "H", "H", "H", "H"], "xyz": [[-1.48854, -0.57551, 1.73495], [-1.01171, -0.20809, 0.59364], [1.59900, 0.38732, -0.92875], [0.84525, -1.94400, -0.92800], [0.41426, -0.50392, -1.35948], [-1.53199, 0.26018, 2.82335], [-1.17968, 1.43921, 2.68691], [-0.62810, 1.80935, 1.59976], [-0.84372, -0.16584, -0.69203], [1.23100, 1.47313, -0.42901], [2.68407, -0.04315, -1.28438], [0.22783, 3.80651, 0.25388], [-0.35460, 2.46239, 0.07934], [-1.87128, -1.46558, 2.19901], [0.69549, -2.23063, 0.06030], [0.30517, -2.71418, -1.66158], [1.87267, -1.90959, -1.28498], [0.27506, -0.56002, -2.39211], [-1.24016, 0.68241, -1.07083]], "forces_ev_per_angstrom": [[0.03, -0.33, 1.19], [0.27, 1.46, 0.02], [-1.53, -1.35, -2.33], [-1.02, -0.65, -5.05], [0.41, -2.40, 3.65], [-1.09, -1.11, 2.47], [1.11, 2.72, -0.90], [-0.27, -2.88, -0.46], [0.12, -0.61, -0.89], [1.22, 1.90, 1.50], [0.89, 1.03, 0.64], [0.33, 0.47, -0.27], [-0.51, 1.13, -0.38], [-0.09, -1.05, -1.30], [-0.12, -0.16, 1.75], [0.85, 1.35, 1.76], [0.18, -0.71, 0.64], [-0.25, 0.49, -1.63], [-0.54, 0.67, -0.42]], "lowdin_charge": [-0.17, -0.10, -0.62, -0.04, -0.25, -0.09, -0.14, -0.16, -0.01, -0.12, 0.03, -0.48, 0.66, 0.10, 0.04, 0.11, 0.06, 0.12, 0.06]}



{"formula": "C5H6N4O3S", "method": "ωB97M-V/def2-TZVPD", "lumo_ev": -0.3, "largest_force_ev_per_a": 3.9, "e_homo_ev": -8.51, "energy_ev": -28213.8830, "e_above_lowest_kcal_mol": 113.9, "symbols": ["C", "C", "C", "C", "C", "N", "N", "N", "N", "O", "O", "O", "S", "H", "H", "H", "H", "H", "H"], "xyz": [[2.44646, -0.79103, 0.32158], [1.26713, -1.34280, -0.10574], [-0.52395, 1.69752, -0.46412], [2.54610, 0.59747, 0.63936], [0.53323, 0.91442, -0.30530], [1.62878, 1.44776, 0.31168], [0.38135, -0.46504, -0.61963], [-1.78290, 0.13580, -1.10963], [-0.73125, -0.64299, -1.50645], [-3.28202, 0.91896, 0.62085], [-3.16074, -1.56018, 0.23127], [-1.40144, -0.29584, 1.36943], [-2.57995, -0.26201, 0.26882], [3.22925, -1.34816, 0.65506], [1.11454, -2.36514, -0.20379], [-0.81290, 2.63347, -0.86087], [3.47163, 0.83623, 1.14101], [-0.59670, -0.35907, -2.50110], [-1.74665, 0.25061, 2.11757]], "forces_ev_per_angstrom": [[-2.22, 0.58, 0.56], [1.57, 1.94, -1.03], [-2.64, -2.50, -1.39], [-0.40, -0.94, -1.28], [-0.53, 0.22, 0.18], [1.14, 0.00, 0.47], [-0.69, 2.04, -1.14], [2.09, 3.16, 0.77], [-0.06, -2.18, 0.27], [-1.24, 0.23, -0.15], [0.02, 0.22, -0.45], [-0.45, -0.23, 0.98], [0.97, 0.26, 0.99], [1.76, -1.97, 0.87], [-0.47, -1.62, -0.31], [-0.22, 0.61, 0.06], [-0.05, 0.93, 0.09], [0.95, -0.29, 1.27], [0.47, -0.45, -0.75]], "lowdin_charge": [-0.05, 0.00, 0.21, -0.11, -0.36, 0.12, -0.04, -0.15, -0.05, -0.28, -0.26, -0.19, 0.52, 0.06, 0.12, 0.07, 0.11, 0.16, 0.11]}



{"formula": "C5H6NO", "method": "ωB97M-V/def2-TZVPD", "lumo_ev": [4.4, 4.4], "largest_force_ev_per_a": 6.3, "e_homo_ev": [-1.22, -1.22], "energy_ev": -8816.1277, "e_above_lowest_kcal_mol": 28.2, "charge": -1, "symbols": ["C", "C", "C", "C", "C", "N", "O", "H", "H", "H", "H", "H", "H"], "xyz": [[-0.44918, -2.06068, -0.16007], [-0.42628, -0.70584, -0.01058], [0.70043, 0.28715, 0.12798], [0.13394, 1.63257, -0.09602], [-1.21969, 1.46267, -0.06252], [-1.71656, 0.25830, 0.00891], [-2.91158, -0.17093, 0.16064], [-1.33041, -2.81615, 0.02918], [0.52433, -2.61405, -0.05017], [1.51708, 0.13595, -0.60448], [1.09488, 0.16101, 1.16889], [0.44469, 2.64982, 0.24269], [-1.92361, 2.18051, -0.22488]], "forces_ev_per_angstrom": [[-0.22, -1.17, 1.37], [-3.26, 1.11, -0.17], [1.55, -0.79, 0.26], [-0.86, 2.00, 0.35], [0.74, -0.26, -0.40], [4.75, -4.18, 0.27], [-1.81, -0.34, -0.18], [1.36, 2.27, -0.69], [-0.79, 0.79, -0.36], [-0.17, -0.51, 0.53], [0.01, 0.03, -0.64], [0.52, -1.23, -0.39], [-1.84, 2.28, 0.05]], "lowdin_charge": [-0.04, -0.21, -0.24, -0.21, -0.20, -0.28, -0.26, 0.06, 0.02, 0.10, 0.12, 0.06, 0.08]}